{"formula": "C25H31BrIN5O6P4S2", "method": "wB97M-V/def2-TZVPD", "homo_energy_ev": -7.638, "gap_ev": 6.547, "spin_multiplicity": 1, "charge": 0, "e_tot_ev": -183102.8110, "symbols": ["I", "Br", "S", "S", "P", "P", "P", "P", "O", "O", "O", "O", "O", "O", "N", "N", "N", "N", "N", "C", "C", "C", "C", "C", "C", "C", "C", "C", "C", "C", "C", "C", "C", "C", "C", "C", "C", "C", "C", "C", "C", "C", "C", "C", "H", "H", "H", "H", "H", "H", "H", "H", "H", "H", "H", "H", "H", "H", "H", "H", "H", "H", "H", "H", "H", "H", "H", "H", "H", "H", "H", "H", "H", "H", "H"], "positions_angstrom": [[0.14, -3.41, 6.05], [-5.72, 0.03, -4.23], [-6.38, 3.38, -1.78], [0.33, -1.25, 2.39], [0.63, 2.01, -2.76], [4.32, 1.76, -2.68], [-1.45, 2.11, 0.52], [3.72, -1.72, 2.45], [-2.48, -1.85, 5.27], [-2.36, 2.95, -0.75], [-5.55, -2.33, -0.40], [-2.74, 1.59, 1.63], [-4.11, -2.10, -3.15], [-5.28, 2.60, -1.13], [-0.92, 0.60, -0.27], [-0.36, 0.92, -3.49], [-4.77, -4.03, 1.99], [7.90, 1.19, 0.71], [4.71, 0.74, -3.91], [3.61, -3.60, 2.11], [-1.35, -1.51, 1.55], [-4.19, -2.03, 0.17], [-2.29, -2.71, 2.17], [-3.77, -2.97, 1.49], [-7.10, 4.46, -0.51], [6.43, 1.02, 0.60], [-1.86, -3.66, 3.45], [-1.64, -2.82, 4.84], [-5.62, 4.71, -2.74], [8.51, 0.10, -0.11], [1.52, 1.06, -1.36], [-3.65, 0.11, -1.74], [-4.37, -0.78, -2.95], [5.53, -0.04, -0.20], [-3.22, -0.83, -0.44], [0.57, 0.37, -0.17], [5.45, -1.16, 3.02], [-1.74, -0.54, 0.29], [1.37, -0.46, 0.99], [3.02, -0.66, 1.03], [6.24, -1.23, -1.05], [3.17, 0.96, -1.39], [7.86, -1.09, -0.96], [3.88, 0.08, -0.16], [-4.93, 5.27, -2.11], [5.60, 2.07, -2.04], [-2.68, 0.58, -2.25], [1.55, 2.55, -3.75], [-5.08, 4.26, -3.58], [-6.40, 5.37, -3.13], [-4.71, -4.10, 3.05], [5.49, -0.04, 3.41], [-0.88, -4.25, 3.10], [-7.83, 5.13, -0.97], [-2.41, 1.62, 2.57], [-7.60, 3.84, 0.23], [5.81, 1.83, 1.22], [2.84, -3.75, 1.21], [5.76, 0.59, -3.90], [4.63, -4.10, 1.83], [-6.31, 5.04, -0.02], [-0.18, 3.08, -2.22], [-0.22, 0.02, -2.97], [-2.99, 3.57, -0.27], [-2.66, -4.51, 3.69], [-5.75, -3.66, 1.84], [3.08, -4.10, 3.05], [6.30, -1.28, 2.22], [3.74, 2.95, -3.30], [5.72, -2.08, -1.67], [8.55, -1.87, -1.52], [-4.30, 1.04, -1.40], [-5.62, -3.34, -0.53], [5.78, -1.83, 3.95], [9.70, 0.15, -0.14]]}